The following is a DFT calculation (wB97M-V/def2-TZVPD) of a 2-piece molecular cluster, C4H8Cl2O overall at a distorted geometry.

The calculation puts the HOMO energy at -8.681 eV. As for the multiplicity: 1. The gap between HOMO and LUMO comes out at 0.3449 hartree.

Element x y z (Å)
1 C 1.1754 -0.7076 -0.8514
2 C 0.4260 -0.0052 1.5735
3 C -1.6577 0.0714 -0.6966
4 C 0.4490 0.2785 0.0649
5 O 0.7217 1.5550 -0.3989
6 Cl -2.7821 0.3759 0.7029
7 Cl -1.7512 -1.5113 -1.6264
8 H 2.2570 -0.7426 -0.5564
9 H 0.7993 -1.7627 -0.8086
10 H 0.9869 -0.2136 -1.8198
11 H 1.1459 0.3908 2.2192
12 H -0.6127 0.1486 1.8118
13 H 0.4996 -1.0755 1.8077
14 H -1.7603 1.0217 -1.3559
15 H 0.1033 2.1765 -0.0660